Entry 1:
{
  "formula": "C9H20N8O2ReS",
  "method": "wB97M-V/def2-TZVPD",
  "species": ["Re", "N", "C", "O", "C", "C", "H", "H", "H", "H", "H", "H", "C", "N", "C", "C", "N", "C", "S", "H", "H", "H", "H", "H", "H", "H", "H", "N", "N", "N", "C", "N", "N", "H", "H", "H", "C", "O", "H", "H", "H"],
  "positions_angstrom": [[-1.219, -0.010, 0.379], [-2.118, -1.199, 4.281], [-1.785, -1.146, 3.009], [-1.419, -0.047, 2.498], [-1.794, -2.368, 2.148], [-1.948, -1.945, 0.679], [-2.075, -0.364, 4.848], [-2.413, -2.060, 4.712], [-2.555, -3.080, 2.469], [-0.829, -2.857, 2.318], [-3.011, -1.869, 0.421], [-1.540, -2.705, 0.010], [1.706, -0.640, -3.861], [1.314, 0.611, -3.227], [2.030, 1.866, -3.517], [1.314, 2.896, -2.620], [0.324, 2.061, -1.916], [0.359, 0.800, -2.351], [-0.800, -0.418, -1.839], [2.696, -0.938, -3.516], [1.733, -0.498, -4.940], [0.985, -1.416, -3.622], [1.948, 2.092, -4.579], [3.084, 1.752, -3.267], [0.814, 3.670, -3.198], [1.988, 3.366, -1.908], [-0.517, 2.444, -1.516], [3.920, 0.493, 1.808], [2.766, -0.189, 1.518], [2.757, -1.492, 1.342], [1.510, -1.702, 0.960], [0.819, -0.555, 0.937], [1.654, 0.419, 1.284], [4.568, -0.149, 2.252], [3.703, 1.286, 2.402], [1.115, -2.670, 0.699], [-3.884, 1.320, 1.020], [-2.621, 1.123, 0.362], [-3.944, 2.358, 1.336], [-3.963, 0.659, 1.881], [-4.670, 1.100, 0.301]],
  "atomic_forces_ev_per_a": [[0.1, -0.1, 0.1], [0.0, 0.0, 0.0], [0.0, 0.0, 0.0], [0.0, -0.1, 0.0], [0.0, 0.0, 0.0], [0.0, 0.0, 0.0], [0.0, 0.0, 0.0], [0.0, 0.0, 0.0], [0.0, 0.0, 0.0], [0.0, 0.0, 0.0], [0.0, 0.0, 0.0], [0.0, 0.0, 0.0], [0.0, 0.0, 0.0], [0.0, 0.0, 0.0], [0.0, 0.0, 0.0], [0.0, 0.0, 0.0], [0.0, 0.0, 0.0], [-0.1, 0.0, 0.0], [0.1, 0.0, 0.0], [0.0, 0.0, 0.0], [0.0, 0.0, 0.0], [0.0, 0.0, 0.0], [0.0, 0.0, 0.0], [0.0, 0.0, 0.0], [0.0, 0.0, 0.0], [0.0, 0.0, 0.0], [0.0, 0.0, 0.0], [0.0, 0.0, 0.0], [0.0, 0.0, 0.0], [0.0, 0.0, -0.1], [0.0, 0.0, 0.1], [-0.1, 0.1, -0.2], [0.0, 0.0, 0.1], [0.0, 0.0, 0.0], [0.0, 0.0, 0.0], [0.0, 0.0, 0.0], [0.0, 0.0, 0.0], [0.1, 0.0, 0.0], [0.0, 0.0, 0.0], [0.0, 0.0, 0.0], [0.0, 0.0, 0.0]],
  "multiplicity": 2,
  "total_energy_ha": -1419.37798,
  "molar_mass_da": 490.59,
  "orbital_gap_ev": [7.9, 7.9],
  "de_lowest_kcal_mol": 0.0,
  "total_charge": 2
}

Entry 2:
{
  "formula": "C3H5I2NOS",
  "method": "wB97M-V/def2-TZVPD",
  "species": ["C", "C", "C", "N", "O", "S", "I", "I", "H", "H", "H", "H", "H"],
  "positions_angstrom": [[0.269, -0.052, -1.140], [0.622, 0.636, 0.771], [1.362, -0.348, -0.120], [-0.116, 1.092, -0.383], [-2.095, 0.431, 1.785], [-2.383, 0.865, 0.425], [1.728, -2.353, 0.415], [-3.097, -1.007, -0.796], [0.614, 0.149, -2.139], [-0.364, -1.004, -1.017], [-0.068, 0.075, 1.432], [1.212, 1.363, 1.212], [2.317, 0.155, -0.443]],
  "atomic_forces_ev_per_a": [[0.0, -2.5, 0.4], [-1.4, -2.2, -0.4], [2.1, 1.4, -0.8], [-2.6, 0.8, 0.4], [0.1, -0.1, 0.5], [2.0, 1.2, -0.6], [0.1, 0.0, 0.1], [-0.2, -0.7, -0.5], [-0.4, -0.1, -0.6], [0.0, 1.4, -0.9], [0.3, 0.4, 0.6], [0.8, 1.4, 1.4], [-0.7, -1.0, 0.4]],
  "multiplicity": 1,
  "total_energy_ha": -1240.75445,
  "molar_mass_da": 356.95,
  "orbital_gap_ev": [7.9, 7.8],
  "de_lowest_kcal_mol": 28.6
}

Entry 3:
{
  "formula": "C33H61BN7O6S4SiTl",
  "method": "wB97M-V/def2-TZVPD",
  "species": ["Tl", "C", "C", "C", "C", "N", "C", "C", "N", "B", "N", "C", "C", "N", "C", "S", "C", "C", "C", "C", "N", "C", "C", "N", "C", "S", "C", "C", "C", "C", "C", "S", "H", "H", "H", "H", "H", "H", "H", "H", "H", "H", "H", "H", "H", "H", "H", "H", "H", "H", "H", "H", "H", "H", "H", "H", "H", "H", "H", "H", "H", "H", "H", "H", "H", "H", "C", "C", "C", "C", "O", "Si", "S", "O", "C", "C", "C", "C", "O", "C", "C", "C", "C", "H", "H", "H", "H", "H", "H", "H", "H", "H", "H", "H", "H", "H", "H", "H", "H", "H", "H", "H", "H", "H", "H", "H", "H", "H", "H", "H", "O", "N", "O", "O"],
  "positions_angstrom": [[-0.155, -0.014, 0.161], [-7.093, -1.413, -0.559], [-5.867, -0.549, -0.232], [-5.250, -1.036, 1.076], [-6.272, 0.921, -0.031], [-4.961, -0.608, -1.401], [-5.354, 0.027, -2.573], [-4.346, -0.064, -3.445], [-3.311, -0.758, -2.863], [-1.968, -0.832, -3.645], [-1.206, -2.137, -3.236], [-1.923, -3.277, -3.535], [-1.275, -4.352, -3.080], [-0.119, -3.910, -2.472], [-0.067, -2.528, -2.565], [1.281, -1.631, -2.064], [0.862, -4.797, -1.809], [1.050, -4.368, -0.347], [0.336, -6.233, -1.831], [2.192, -4.751, -2.571], [-1.170, 0.508, -3.627], [-0.051, 0.577, -4.435], [0.371, 1.848, -4.490], [-0.493, 2.614, -3.732], [-1.427, 1.778, -3.178], [-2.708, 2.277, -2.172], [-0.500, 4.102, -3.732], [-0.450, 4.707, -2.283], [0.723, 4.602, -4.496], [-1.768, 4.554, -4.472], [-3.691, -1.122, -1.600], [-2.843, -2.172, -0.584], [-7.843, -1.322, 0.229], [-6.792, -2.458, -0.647], [-7.542, -1.106, -1.505], [-5.992, -0.918, 1.871], [-4.366, -0.451, 1.324], [-4.956, -2.076, 1.011], [-6.720, 1.050, 0.954], [-6.994, 1.252, -0.779], [-5.388, 1.557, -0.101], [-6.298, 0.527, -2.674], [-4.258, 0.333, -4.439], [-2.276, -1.003, -4.809], [-2.859, -3.216, -4.061], [-1.571, -5.382, -3.121], [0.077, -4.226, 0.127], [1.596, -3.432, -0.295], [1.608, -5.133, 0.197], [-0.612, -6.309, -1.297], [1.065, -6.875, -1.337], [0.207, -6.591, -2.854], [2.553, -3.727, -2.613], [2.058, -5.123, -3.590], [2.934, -5.367, -2.060], [0.344, -0.299, -4.915], [1.242, 2.248, -4.969], [1.396, 4.410, -1.781], [-0.735, 3.931, -1.574], [-1.200, 5.507, -2.224], [1.628, 4.190, -4.052], [0.775, 5.683, -4.396], [0.658, 4.341, -5.556], [-2.656, 4.214, -3.944], [-1.782, 4.139, -5.485], [-1.791, 5.643, -4.537], [0.390, 2.843, 3.213], [0.243, 1.329, 3.421], [-1.242, 0.976, 3.233], [0.674, 0.942, 4.845], [0.977, 0.579, 2.483], [2.718, 0.668, 1.998], [4.507, 0.066, 0.631], [3.262, 1.973, 2.870], [4.380, 2.399, 3.630], [5.725, 2.108, 2.966], [4.352, 1.735, 5.015], [4.214, 3.918, 3.757], [3.097, -0.620, 3.072], [2.860, -2.008, 3.069], [1.472, -2.373, 2.532], [3.912, -2.748, 2.231], [2.974, -2.455, 4.533], [-0.220, 3.389, 3.939], [0.070, 3.102, 2.202], [1.433, 3.123, 3.306], [-1.847, 1.429, 4.023], [-1.378, -0.109, 3.253], [-1.591, 1.352, 2.268], [0.222, 1.602, 5.591], [1.758, 1.003, 4.899], [0.380, -0.090, 5.054], [5.916, 1.040, 2.959], [6.524, 2.629, 3.502], [5.695, 2.437, 1.928], [4.234, 0.663, 4.866], [3.509, 2.110, 5.600], [5.277, 1.935, 5.563], [4.184, 4.349, 2.756], [5.039, 4.356, 4.325], [3.272, 4.151, 4.258], [1.420, -2.105, 1.474], [0.708, -1.804, 3.057], [1.287, -3.444, 2.643], [3.920, -2.345, 1.218], [3.689, -3.818, 2.201], [4.907, -2.593, 2.654], [2.245, -1.913, 5.137], [3.974, -2.220, 4.905], [2.799, -3.530, 4.628], [0.787, 5.251, -1.955], [2.921, 1.752, -0.536], [4.233, 1.640, -0.077], [2.059, 1.351, 0.583]],
  "atomic_forces_ev_per_a": [[0.4, 0.5, -0.3], [0.1, 0.1, 0.0], [-0.1, -0.2, 0.2], [0.1, 0.0, -0.1], [0.0, 0.0, -0.1], [0.5, 0.2, -0.3], [-0.2, 0.0, -0.1], [-0.1, -0.1, -0.2], [-0.2, 0.1, 0.3], [-0.1, 0.0, 0.3], [0.7, -0.4, 0.3], [-0.2, 0.1, -0.4], [-0.2, -0.3, -0.1], [-0.2, 0.5, 0.0], [-0.2, -0.4, -0.4], [-0.4, 0.8, -0.1], [0.3, 0.0, 0.1], [0.0, 0.0, -0.1], [-0.1, 0.2, 0.0], [-0.1, 0.0, 0.0], [0.4, 0.4, 0.2], [0.0, 0.0, -0.1], [0.2, -0.2, -0.4], [0.1, -0.2, 0.3], [-0.6, -0.2, 0.1], [0.2, 0.0, 0.2], [-0.4, 0.2, 0.0], [-0.9, -0.6, -0.4], [-0.1, -0.1, 0.0], [0.1, 0.0, 0.0], [-0.2, -0.1, 0.0], [0.0, 0.0, 0.3], [0.0, 0.0, 0.0], [0.0, 0.0, 0.0], [0.0, 0.0, 0.0], [0.0, 0.1, -0.1], [0.0, 0.0, 0.1], [0.1, -0.1, 0.0], [0.0, 0.0, 0.0], [0.0, 0.0, 0.0], [0.0, 0.0, 0.0], [0.0, 0.0, 0.0], [0.0, 0.0, 0.0], [-0.1, 0.0, 0.0], [0.0, 0.0, 0.1], [0.0, 0.0, 0.0], [0.0, 0.0, 0.0], [0.0, 0.0, 0.0], [0.0, 0.0, 0.0], [0.0, -0.1, 0.0], [0.0, 0.0, 0.0], [0.0, -0.1, 0.0], [0.1, 0.0, 0.0], [0.0, 0.0, 0.0], [0.0, 0.0, 0.0], [0.1, -0.1, 0.1], [0.0, 0.0, 0.0], [-1.5, 2.7, -0.1], [-0.1, 0.1, 0.0], [0.2, -0.1, 0.0], [0.1, 0.1, -0.2], [0.0, 0.0, 0.0], [0.0, 0.0, 0.1], [0.0, 0.0, 0.0], [0.0, 0.0, 0.0], [0.0, 0.0, 0.0], [0.1, -0.2, -0.1], [-0.2, 0.0, 0.2], [0.2, 0.0, 0.0], [0.0, 0.0, -0.3], [0.0, 0.0, 0.2], [0.1, 0.1, -0.3], [-0.4, 0.3, 0.1], [0.3, 0.2, 0.3], [-0.1, 0.1, 0.1], [-0.2, -0.1, -0.2], [-0.1, 0.1, -0.2], [-0.1, -0.2, 0.0], [-0.1, -0.4, 0.1], [0.1, 0.0, 0.1], [0.1, 0.3, 0.1], [0.0, 0.3, 0.1], [0.0, 0.1, -0.2], [0.0, 0.0, 0.0], [0.0, 0.0, 0.0], [0.0, 0.1, 0.0], [0.0, 0.0, 0.0], [0.0, 0.0, 0.0], [-0.1, 0.0, 0.1], [0.0, 0.0, 0.0], [0.0, 0.0, 0.1], [0.0, 0.0, 0.0], [0.1, -0.1, 0.0], [0.0, 0.0, 0.0], [0.0, 0.0, -0.1], [0.0, -0.1, 0.1], [0.0, 0.0, 0.0], [0.0, 0.0, 0.0], [0.0, 0.0, 0.0], [0.0, 0.0, 0.0], [0.0, 0.0, 0.0], [-0.1, -0.1, 0.0], [-0.1, 0.0, 0.0], [0.0, 0.0, -0.1], [0.0, -0.1, -0.1], [0.0, -0.1, 0.0], [0.0, 0.0, 0.0], [0.0, 0.0, 0.0], [0.0, 0.0, 0.0], [0.0, 0.0, 0.0], [2.5, -2.5, 0.8], [-0.6, -0.1, -1.1], [0.3, 0.0, 0.4], [0.0, 0.0, 0.3]],
  "multiplicity": 1,
  "total_energy_ha": -4208.55778,
  "molar_mass_da": 1023.44,
  "orbital_gap_ev": 3.1,
  "total_charge": -2
}

Entry 4:
{
  "formula": "C7H4BF2IrNO4",
  "method": "wB97M-V/def2-TZVPD",
  "species": ["Ir", "O", "C", "O", "C", "C", "C", "C", "C", "N", "C", "O", "O", "H", "H", "H", "H", "F", "B", "F"],
  "positions_angstrom": [[-0.210, -1.870, -0.006], [3.264, 0.184, -0.002], [2.030, -0.161, -0.002], [1.689, -1.433, -0.005], [1.001, 0.828, -0.001], [1.049, 2.272, 0.002], [-0.121, 2.943, 0.003], [-1.425, 2.230, 0.001], [-1.388, 0.797, -0.001], [-0.254, 0.189, -0.002], [-2.532, -0.194, -0.003], [-3.675, 0.074, -0.003], [-2.038, -1.504, -0.006], [3.889, -0.568, -0.003], [2.005, 2.777, 0.003], [-0.130, 4.024, 0.005], [-2.373, 2.753, 0.002], [0.920, -4.605, 0.006], [-0.266, -4.101, 0.005], [-1.432, -4.635, 0.007]],
  "atomic_forces_ev_per_a": [[-0.4, 0.0, 0.0], [0.1, 0.1, 0.0], [-0.1, -0.3, 0.0], [0.5, 0.4, 0.0], [0.2, 0.4, 0.0], [0.1, -0.5, 0.0], [0.0, 0.0, 0.0], [-0.2, -0.4, 0.0], [0.2, 0.5, 0.0], [0.0, 0.0, 0.0], [-0.6, 0.2, 0.0], [0.2, -0.1, 0.0], [0.2, -0.2, 0.0], [0.0, 0.0, 0.0], [0.0, 0.0, 0.0], [-0.1, 0.0, 0.0], [0.0, 0.0, 0.0], [0.0, 0.1, 0.0], [-0.2, -0.2, 0.0], [0.1, 0.0, 0.0]],
  "multiplicity": 6,
  "total_energy_ha": -953.00205,
  "molar_mass_da": 407.14,
  "orbital_gap_ev": [7.2, 6.1],
  "de_lowest_kcal_mol": 12.3,
  "total_charge": 2
}

Entry 5:
{
  "formula": "C18H31BF4NO6Tl",
  "method": "wB97M-V/def2-TZVPD",
  "species": ["Tl", "C", "C", "O", "C", "C", "O", "C", "C", "O", "C", "C", "O", "C", "C", "O", "C", "C", "O", "H", "H", "H", "H", "H", "H", "H", "H", "H", "H", "H", "H", "H", "H", "H", "H", "H", "H", "H", "H", "H", "H", "H", "H", "F", "B", "F", "F", "F", "N", "C", "C", "C", "C", "C", "C", "H", "H", "H", "H", "H", "H", "H"],
  "positions_angstrom": [[-0.037, 1.103, -0.072], [-3.049, 1.282, -1.825], [-2.728, 2.629, -2.492], [-1.377, 2.938, -2.228], [-1.123, 4.295, -2.050], [0.247, 4.708, -1.644], [0.972, 3.560, -1.243], [2.365, 3.801, -1.198], [3.224, 2.736, -0.424], [2.919, 1.423, -0.838], [3.838, 0.460, -0.328], [3.551, -0.914, -0.768], [2.203, -1.281, -0.610], [1.880, -2.601, -1.087], [0.613, -2.552, -1.958], [-0.530, -2.065, -1.219], [-1.657, -2.118, -2.074], [-2.617, -1.007, -1.727], [-2.201, 0.235, -2.223], [-4.129, 1.024, -1.983], [-2.875, 1.411, -0.732], [-3.418, 3.327, -1.959], [-2.980, 2.683, -3.617], [-1.754, 4.729, -1.182], [-1.406, 4.862, -2.983], [0.157, 5.391, -0.724], [0.837, 5.117, -2.445], [2.510, 4.700, -0.610], [2.763, 3.955, -2.267], [3.213, 2.881, 0.713], [4.291, 2.956, -0.620], [3.864, 0.420, 0.829], [4.885, 0.862, -0.543], [4.219, -1.674, -0.337], [3.869, -0.885, -1.826], [1.719, -3.288, -0.262], [2.785, -2.975, -1.613], [0.364, -3.560, -2.316], [0.715, -1.825, -2.849], [-2.172, -3.121, -1.974], [-1.383, -1.928, -3.108], [-2.780, -0.950, -0.629], [-3.582, -1.381, -2.314], [0.690, 0.535, 3.757], [1.622, 0.758, 2.704], [1.413, -0.326, 1.751], [1.431, 2.029, 2.101], [2.938, 0.724, 3.139], [-0.419, -2.176, 1.882], [-1.183, -2.738, 2.825], [-1.360, -2.043, 4.033], [-2.220, -2.614, 4.964], [-2.751, -3.894, 4.796], [-2.644, -4.464, 3.528], [-1.868, -3.926, 2.600], [0.384, -1.586, 2.008], [-0.431, -2.562, 0.918], [-0.920, -1.028, 4.047], [-2.537, -1.981, 5.824], [-3.416, -4.380, 5.541], [-3.218, -5.377, 3.342], [-1.718, -4.315, 1.599]],
  "atomic_forces_ev_per_a": [[-0.4, 0.1, -0.5], [-0.5, 0.4, 0.3], [-1.2, -0.3, -0.6], [0.8, -0.6, 0.3], [-2.9, 2.3, 0.3], [1.2, 0.0, 1.5], [1.1, -1.7, 0.8], [0.5, -0.2, -0.5], [-0.6, 1.9, -0.4], [1.1, -0.7, 1.7], [0.7, 1.1, 1.5], [0.0, -1.3, -1.6], [0.0, 0.4, -0.2], [0.2, 0.3, -0.7], [0.3, 1.1, -0.8], [1.3, -0.3, 0.0], [-0.9, -0.1, 0.5], [-2.2, -1.4, -0.9], [0.6, -0.1, -0.5], [0.8, 0.2, 0.0], [-0.5, 0.2, -0.3], [0.5, -0.1, -0.5], [0.5, -0.3, 1.6], [0.2, -0.9, -1.5], [0.2, -0.4, 0.9], [0.4, -0.5, -1.6], [-0.1, 0.8, -0.4], [0.4, 0.5, -0.1], [-0.4, -0.3, 1.5], [-0.7, -0.7, -1.1], [-0.2, -0.2, -0.2], [-0.5, 0.7, -0.8], [-1.0, -0.7, 0.1], [0.1, 0.5, 0.4], [-0.4, -0.4, -0.3], [0.0, 0.1, 0.5], [-0.9, -0.1, -0.2], [0.3, 0.1, -0.1], [0.3, -1.3, 1.2], [0.5, 1.0, -0.2], [0.2, -0.3, -0.3], [-0.3, -0.1, -0.4], [1.4, 1.1, 1.5], [0.6, 0.2, -1.2], [0.1, 0.0, 2.1], [0.4, 0.9, -0.1], [-0.4, -0.6, -0.6], [-0.2, -0.3, -0.4], [-0.6, -1.9, -1.6], [1.3, 1.4, -0.1], [-0.6, 0.4, 0.8], [0.4, 1.8, 1.2], [-1.0, 0.5, 0.3], [-1.2, -2.2, 0.8], [0.6, -0.1, -2.6], [0.1, 0.9, 0.8], [-0.2, 0.1, 0.8], [-0.4, -0.7, 0.6], [0.5, -0.8, -0.5], [0.7, 0.6, -0.4], [0.4, 0.2, -0.1], [-0.3, -0.5, 0.1]],
  "multiplicity": 1,
  "total_energy_ha": -1806.90663,
  "molar_mass_da": 648.63,
  "orbital_gap_ev": [6.9, 3.6],
  "de_lowest_kcal_mol": 17.5,
  "total_charge": 2
}